Record 1
75
Properties=species:S:1:pos:R:3:forces:R:3:mulliken_charge:R:1 method="wB97M-V/def2-TZVPD" molar_mass_da=700.23 e_above_lowest_kj_mol=0.0 orbital_gap_ev=7.80 fmax_ha_per_bohr=0.0112 total_charge=+1
Ti -0.570 -0.723 -0.788 -0.03 -0.09 0.53 -0.599
C 3.349 -1.305 -1.507 -0.01 -0.01 -0.02 -1.324
As 2.017 -0.052 -0.869 -0.03 0.01 0.07 1.352
C 2.216 1.379 -2.167 -0.02 0.02 0.00 -1.304
C 2.822 0.810 0.690 0.01 0.00 -0.01 -1.969
C 2.714 0.111 2.061 -0.01 -0.01 0.01 2.578
C 3.194 -1.336 1.947 -0.02 -0.01 0.01 -1.342
C 1.283 0.186 2.613 0.02 -0.03 -0.02 -1.276
As -0.110 -0.944 1.833 0.01 -0.03 -0.06 1.632
C 0.105 -2.663 2.701 0.00 -0.01 -0.02 -1.440
C -1.630 -0.247 2.825 0.00 0.00 -0.01 -1.613
C 3.650 0.908 2.996 0.01 -0.01 0.00 -2.093
As 3.841 0.699 4.969 -0.02 0.01 -0.02 0.290
C 2.164 1.531 5.576 -0.01 0.00 0.04 -1.038
C 3.365 -1.166 5.367 0.01 0.01 0.00 -0.827
H 4.312 -0.804 -1.596 0.01 0.00 0.01 0.467
H 3.025 -1.662 -2.483 0.01 0.00 0.00 0.391
H 3.424 -2.159 -0.840 -0.01 0.01 -0.01 0.390
H 3.225 1.789 -2.131 0.00 0.00 -0.01 0.494
H 1.484 2.157 -1.959 0.00 0.01 0.02 0.350
H 2.034 0.968 -3.160 0.04 -0.02 -0.02 0.314
H 2.362 1.801 0.742 0.01 0.00 0.01 0.529
H 3.876 0.958 0.443 0.00 0.00 0.00 0.591
H 2.585 -1.915 1.245 0.00 0.00 0.01 -0.059
H 3.158 -1.845 2.908 0.01 0.01 -0.03 0.175
H 4.225 -1.368 1.588 0.00 0.00 0.00 0.440
H 0.906 1.210 2.543 0.00 0.00 0.01 0.590
H 1.289 -0.078 3.670 0.01 -0.03 -0.01 -0.208
H 0.279 -2.515 3.766 0.00 0.00 0.01 0.442
H 0.929 -3.216 2.258 0.00 0.00 0.00 0.410
H -0.815 -3.229 2.558 0.00 0.00 0.00 0.493
H -1.403 -0.234 3.890 0.00 0.00 0.00 0.438
H -2.496 -0.887 2.657 0.00 0.00 0.00 0.451
H -1.845 0.769 2.496 0.00 0.00 0.01 0.440
H 3.418 1.975 2.901 0.01 0.00 0.01 0.559
H 4.671 0.797 2.620 0.00 0.00 -0.02 0.516
H 2.008 2.467 5.039 0.00 0.00 0.00 0.297
H 2.273 1.766 6.634 -0.01 0.00 0.00 0.435
H 1.288 0.895 5.452 0.02 0.03 0.03 0.249
H 4.139 -1.841 5.005 0.00 0.00 -0.01 0.331
H 2.397 -1.475 4.975 -0.02 0.00 -0.01 0.036
H 3.336 -1.246 6.454 0.00 0.01 0.00 0.416
N -2.780 -0.315 -0.408 0.12 -0.03 0.02 -0.209
C -2.904 0.618 -1.538 -0.24 -0.01 0.21 0.524
C -4.268 1.293 -1.705 0.07 0.00 -0.09 -1.011
C -4.460 1.959 -3.073 -0.17 0.03 0.07 -0.437
C -4.380 1.024 -4.280 0.11 0.07 0.00 -1.245
N -3.033 0.484 -4.513 0.02 -0.07 -0.21 -0.099
C -1.968 1.228 -4.804 0.04 0.02 0.15 0.648
N -2.125 2.442 -5.327 0.02 0.03 -0.12 -0.343
N -0.745 0.733 -4.617 0.13 -0.16 -0.04 -0.252
C -1.679 1.554 -1.501 -0.11 0.15 0.12 0.514
O -1.506 2.387 -2.370 -0.12 0.16 0.24 -0.603
O -0.846 1.264 -0.537 0.08 -0.11 -0.56 -0.430
H -3.384 -1.124 -0.521 -0.03 0.02 0.02 0.325
H -3.003 0.128 0.478 0.02 0.04 -0.01 0.295
H -2.765 -0.011 -2.407 0.12 -0.11 0.04 -0.328
H -4.440 2.036 -0.922 0.08 -0.02 0.02 0.395
H -5.024 0.513 -1.571 -0.03 0.03 -0.01 0.316
H -3.733 2.761 -3.186 0.00 0.04 0.03 0.333
H -5.449 2.421 -3.094 0.00 -0.01 0.00 0.445
H -4.713 1.544 -5.182 -0.03 -0.04 0.02 0.390
H -5.046 0.169 -4.170 0.05 -0.02 0.03 0.469
H -2.853 -0.482 -4.284 0.02 -0.02 -0.09 0.382
H -3.045 2.810 -5.487 0.01 -0.01 -0.04 0.232
H -1.367 3.101 -5.301 0.00 0.01 0.06 0.219
H -0.566 0.025 -3.904 -0.09 -0.19 -0.16 0.001
H 0.047 1.311 -4.842 -0.02 0.05 -0.06 0.231
O -0.051 -1.421 -2.494 -0.04 0.19 0.03 -0.613
N -1.303 -1.932 -2.115 0.01 0.09 -0.06 -0.417
C -1.088 -2.794 -0.988 -0.04 0.16 -0.05 1.247
C -2.258 -3.289 -0.348 0.14 -0.17 0.11 -0.232
N -3.199 -3.625 0.226 -0.09 0.08 -0.07 -0.610
C 0.187 -3.368 -0.716 -0.01 -0.08 -0.06 0.428
N 1.251 -3.704 -0.419 0.01 -0.01 -0.01 -0.572

***

Record 2
75
Properties=species:S:1:pos:R:3:forces:R:3:mulliken_charge:R:1 method="wB97M-V/def2-TZVPD" molar_mass_da=714.19 e_above_lowest_kj_mol=250.4 orbital_gap_ev=7.27 fmax_ha_per_bohr=0.0261 total_charge=+3
Zr -0.340 -0.143 0.214 1.00 0.27 -0.20 -2.257
C 2.448 1.334 2.560 0.14 -0.02 -0.06 -1.342
C 1.599 2.160 1.661 0.31 0.29 0.22 0.587
N 0.448 1.807 1.116 -0.40 -0.06 -0.40 0.180
C -0.087 2.845 0.360 0.22 0.47 -0.07 0.329
C 0.688 3.956 0.307 0.03 -0.07 0.02 -0.735
S 2.088 3.749 1.257 -0.33 -0.45 0.07 -0.067
C -1.403 2.700 -0.246 -0.35 0.36 -0.09 -0.164
C -2.215 3.722 -0.616 0.06 -0.02 0.02 -0.579
S -3.669 3.118 -1.265 0.29 -0.41 0.08 -0.058
C -3.139 1.516 -1.009 -0.10 0.11 -0.10 0.115
N -1.931 1.433 -0.462 0.33 0.35 0.17 0.750
C -4.009 0.375 -1.406 -0.08 0.04 0.02 -0.650
H 1.881 0.563 3.076 -0.07 0.06 -0.01 0.210
H 2.919 1.973 3.306 0.00 -0.04 0.03 0.538
H 3.250 0.862 1.988 -0.03 -0.01 0.00 0.282
H 0.500 4.872 -0.231 -0.01 0.01 0.02 0.482
H -2.029 4.780 -0.528 -0.04 0.01 0.02 0.474
H -4.800 0.729 -2.065 -0.03 -0.05 0.00 0.629
H -4.466 -0.078 -0.524 -0.02 0.03 -0.01 0.213
H -3.440 -0.397 -1.920 0.02 0.06 -0.04 -0.266
C -3.686 -5.031 0.464 -0.17 0.39 -0.10 -0.855
Si -4.536 -3.420 0.051 0.18 0.51 -0.15 0.582
C -5.711 -2.599 1.257 0.26 -0.37 -0.02 -1.190
C -4.998 -3.063 -1.733 0.11 -0.14 0.35 -0.990
As -2.195 -1.935 0.334 -0.73 -1.12 0.06 1.005
Si -1.582 -2.072 2.715 -0.35 0.24 0.98 0.849
C -0.166 -3.130 3.358 -0.14 0.10 -0.36 -1.291
C -3.151 -2.495 3.672 0.11 -0.05 -0.62 -1.199
C -1.366 -0.171 2.976 0.24 -0.70 -0.44 -0.467
Si -0.781 -2.685 -1.487 0.55 -0.55 -0.93 0.950
C -1.532 -3.945 -2.668 -0.27 0.17 0.44 -1.165
C -0.626 -1.040 -2.519 -0.21 -0.59 0.64 -1.145
C 0.974 -3.240 -1.067 -0.17 -0.12 0.11 -0.686
H -4.410 -5.828 0.647 -0.09 0.05 0.00 0.479
H -3.072 -4.916 1.358 -0.05 -0.06 0.03 0.256
H -3.048 -5.344 -0.363 0.00 0.01 -0.01 0.238
H -5.864 -3.205 2.151 0.10 0.02 0.03 0.416
H -6.691 -2.464 0.794 0.05 0.00 -0.15 0.464
H -5.347 -1.620 1.568 -0.06 0.02 -0.04 0.370
H -5.295 -3.986 -2.238 0.06 -0.05 0.02 0.467
H -4.176 -2.627 -2.299 -0.04 -0.02 -0.03 0.148
H -5.849 -2.383 -1.786 0.02 0.04 0.09 0.396
H 0.285 -3.758 2.590 0.02 0.01 -0.01 0.361
H -0.529 -3.787 4.149 -0.12 0.04 -0.01 0.442
H 0.616 -2.497 3.779 0.00 0.01 0.00 0.419
H -3.367 -3.565 3.662 -0.01 -0.01 0.00 0.358
H -4.028 -1.964 3.300 0.03 0.02 0.08 0.283
H -3.007 -2.201 4.714 0.13 0.02 0.00 0.444
H -0.320 0.128 2.890 -0.05 0.17 0.13 -0.280
H -1.678 0.108 3.984 -0.07 0.01 0.00 0.725
H -1.996 0.413 2.285 -0.03 0.10 0.13 0.285
H -2.585 -3.777 -2.886 0.03 0.00 -0.05 0.272
H -1.430 -4.959 -2.281 0.06 0.01 0.06 0.378
H -0.989 -3.901 -3.615 0.11 0.09 0.05 0.444
H -1.482 -0.902 -3.181 -0.22 0.06 0.29 0.394
H 0.251 -1.114 -3.162 0.18 0.11 0.24 0.497
H -0.513 -0.106 -1.937 -0.06 0.30 -0.92 0.469
H 1.070 -3.623 -0.052 -0.03 -0.02 0.01 0.264
H 1.683 -2.423 -1.201 0.01 0.01 0.04 -0.126
H 1.275 -4.047 -1.738 -0.15 0.02 -0.11 0.505
O 3.217 -1.746 1.482 -0.19 0.02 0.03 -0.588
C 2.074 -1.536 1.389 0.52 -0.31 0.08 0.607
N 0.891 -1.349 1.280 0.01 0.33 0.22 -0.324
C 5.788 -1.231 -1.499 0.07 -0.01 -0.20 -1.173
N 4.421 -0.885 -1.117 0.26 -0.03 0.03 0.006
C 3.642 -0.076 -1.803 0.00 -0.48 -0.09 0.815
N 4.052 0.399 -2.972 0.09 0.05 -0.01 -0.376
S 2.089 0.422 -1.244 -0.72 0.75 0.24 -0.179
H 6.215 -1.853 -0.719 0.00 0.02 0.02 0.357
H 6.400 -0.333 -1.608 0.00 -0.01 0.05 0.403
H 5.808 -1.796 -2.432 -0.05 0.00 0.01 0.394
H 4.106 -1.207 -0.217 -0.15 0.04 0.05 0.170
H 4.970 0.194 -3.338 0.00 0.02 0.02 0.219
H 3.477 1.049 -3.480 -0.05 -0.01 -0.01 0.234